(1)
Below is a molecular structure, C35H48N14O5PbS2, with properties calculated with the ωB97M-V functional and the def2-TZVPD basis.

Last column: Löwdin charge in e.
Geometry (Å):
Pb: -1.1361 -0.4279 -1.0705  1.352
O: 0.9355 -2.4818 2.3124  -0.004
C: 0.4172 -2.1360 1.2415  -0.535
N: 0.1387 -0.8931 0.8482  -0.090
C: 0.4331 0.1459 1.8115  -0.182
C: -0.6667 1.1684 1.9438  -0.265
C: -0.4593 2.3185 2.7092  -0.031
C: -1.4774 3.2439 2.8183  -0.075
C: -2.6774 3.0106 2.1527  -0.066
C: -2.7883 1.8544 1.4051  -0.135
N: -1.8100 0.9536 1.3046  0.048
C: 0.0909 -3.2305 0.2441  -0.208
C: 0.5956 -4.5047 0.4551  0.000
C: 0.3134 -5.4926 -0.4736  -0.051
C: -0.4781 -5.1809 -1.5678  -0.055
C: -0.9549 -3.8873 -1.6904  -0.147
N: -0.6734 -2.9350 -0.8066  0.004
H: 1.3478 0.6848 1.5333  0.103
H: 0.6238 -0.2971 2.7949  0.118
H: 0.4962 2.4664 3.1976  0.090
H: -1.3428 4.1395 3.4128  0.109
H: -3.5004 3.7095 2.2137  0.100
H: -3.6940 1.6306 0.8501  0.104
H: 1.1838 -4.6868 1.3425  0.115
H: 0.7021 -6.4946 -0.3436  0.108
H: -0.7155 -5.9206 -2.3198  0.103
H: -1.5840 -3.6021 -2.5226  0.105
C: 0.5262 4.6511 -0.1897  -0.038
N: -0.5452 4.6397 -1.1705  -0.153
C: -1.3457 5.8464 -1.2992  -0.054
C: -1.0131 3.4200 -1.6041  -0.433
N: -0.6433 2.2817 -1.1714  0.079
N: -1.9200 3.5371 -2.6623  0.132
C: -2.5173 2.4886 -3.3654  -0.540
N: -2.4801 2.7126 -4.7314  0.136
N: -3.0991 1.5139 -2.7890  0.097
H: 1.0241 5.6180 -0.2298  0.090
H: 1.2689 3.8898 -0.4275  0.086
H: 0.1611 4.4808 0.8296  0.081
H: -0.8275 6.6541 -0.7896  0.085
H: -2.3364 5.7378 -0.8493  0.094
H: -1.4710 6.1634 -2.3377  0.079
H: 0.0329 2.3512 -0.4191  0.021
H: -1.8055 4.3775 -3.2037  0.118
H: -1.6799 3.2006 -5.1007  0.095
H: -2.7900 1.9513 -5.3123  0.097
H: -3.4059 0.8405 -3.4878  0.047
C: 0.9314 1.2700 6.0852  -0.041
C: 2.0324 0.8209 5.1623  -0.273
C: 2.4310 -0.5126 5.1290  -0.028
C: 3.4603 -0.9276 4.3023  -0.041
C: 4.0923 0.0004 3.4877  -0.284
C: 3.6981 1.3311 3.4840  -0.045
C: 2.6721 1.7330 4.3251  -0.060
S: 5.4896 -0.5020 2.5213  0.629
O: 6.0221 0.6874 1.9228  -0.291
O: 6.3068 -1.3565 3.3330  -0.288
N: 4.9334 -1.4694 1.3120  -0.119
C: 3.7787 -1.0507 0.5094  -0.193
C: 4.1330 0.0634 -0.4733  -0.061
C: 2.8799 0.4707 -1.2131  -0.489
O: 2.8250 -0.0879 -2.4056  0.000
O: 2.0589 1.2454 -0.7538  0.039
H: 0.8042 0.5710 6.9106  0.079
H: -0.0218 1.3335 5.5558  0.074
H: 1.1473 2.2548 6.5001  0.082
H: 1.9271 -1.2371 5.7568  0.120
H: 3.7815 -1.9600 4.2967  0.122
H: 4.2088 2.0333 2.8397  0.114
H: 2.3798 2.7768 4.3529  0.112
H: 4.8338 -2.4081 1.6799  0.110
H: 2.9583 -0.7232 1.1487  0.092
H: 3.4391 -1.9339 -0.0325  0.138
H: 4.8813 -0.2822 -1.1832  0.132
H: 4.5178 0.9188 0.0792  0.111
C: -7.0717 -0.5353 -0.4470  -0.025
C: -5.7634 -1.0973 -0.0034  -0.313
C: -5.4346 -1.9325 1.0400  0.011
C: -4.0322 -2.0967 0.9715  -0.345
N: -3.5416 -1.4196 -0.0508  -0.022
N: -4.6023 -0.8270 -0.6359  0.026
C: -3.1465 -2.8761 1.8863  -0.016
H: -7.8810 -1.0094 0.1034  0.079
H: -7.2359 -0.7078 -1.5113  0.079
H: -7.1239 0.5401 -0.2679  0.079
H: -6.1088 -2.3628 1.7617  0.107
H: -4.4277 -0.1473 -1.3614  0.112
H: -3.7124 -3.2341 2.7446  0.077
H: -2.3226 -2.2545 2.2408  0.074
H: -2.7107 -3.7381 1.3779  0.077
C: 2.6489 -4.1932 -5.0529  -0.111
C: 1.3657 -3.4064 -5.3344  -0.263
C: 1.2707 -2.1538 -4.5270  -0.649
N: 0.4994 -2.0065 -3.5211  -0.035
N: 0.5562 -0.7957 -2.9007  -0.201
C: 1.6250 0.0098 -3.3354  -0.799
N: 1.3666 1.4177 -3.4846  0.071
S: 2.2479 -0.7311 -4.8815  1.023
H: 2.6645 -5.1268 -5.6176  0.066
H: 2.7231 -4.4278 -3.9903  0.072
H: 3.5279 -3.6110 -5.3314  0.064
H: 0.4921 -4.0152 -5.0937  0.100
H: 1.3185 -3.1608 -6.3996  0.100
H: 1.2893 1.8300 -2.5603  0.030
H: 0.4642 1.4982 -3.9361  0.060

The LUMO energy comes out at 0.149 eV. The calculation puts the max |F| at 0.0087 hartree/bohr. The value obtained for the molar mass is 1016.2 g mol⁻¹. The total charge is 0. As for the spin multiplicity: 1. The energy above the lowest of the compared OMol25 structures with the same formula, charge and spin comes out at 35.3 kcal/mol.

(2)
Below is 3 unconnected molecules or ions with the total composition C35H48N6O4 at a distorted geometry, with properties calculated with the ωB97M-V functional and the def2-TZVPD basis.

Last column: Löwdin charge in e.
Geometry (Å):
C: 8.7008 -1.4247 0.8931  -0.113
C: 8.7733 -1.1141 -0.6161  -0.253
C: 7.4998 -1.5927 -1.3934  -0.199
C: 7.0861 -0.5038 -2.4070  -0.186
C: 5.7910 0.2718 -2.0926  -0.154
C: 5.5842 0.7107 -0.6132  -0.094
C: 4.1332 0.5645 -0.1538  -0.084
C: 3.4769 -0.6543 -0.1112  -0.107
C: 4.0860 -1.9715 -0.4668  -0.176
C: 4.6207 -2.7584 0.5480  -0.010
C: 5.1271 -3.9684 0.1460  -0.081
C: 5.1506 -4.3869 -1.1594  -0.150
N: 4.6364 -3.6422 -2.1334  0.093
C: 4.1198 -2.4930 -1.7421  -0.126
C: 2.1699 -0.7355 0.3271  0.047
C: 1.5162 0.3798 0.7257  -0.078
C: 2.1379 1.6184 0.7170  -0.030
C: 3.4321 1.6937 0.2612  -0.080
C: 4.1081 3.0540 0.2017  -0.119
O: 5.2020 3.2198 1.1112  -0.129
O: 5.1686 2.2058 2.1055  -0.015
C: 1.3228 2.7794 1.2178  -0.285
O: 1.7691 3.7690 1.7695  0.105
C: -0.1602 2.6485 1.0357  0.069
C: -0.7734 1.4675 1.0157  -0.100
C: -2.2794 1.4235 0.7786  -0.164
C: -2.9051 0.0204 0.7723  -0.185
C: -2.5232 -0.8652 -0.4233  -0.179
C: -2.7085 -0.2114 -1.7937  -0.225
N: -2.0939 -1.0245 -2.8473  -0.001
C: -0.6706 -0.8950 -2.9162  -0.538
N: -0.0156 0.1882 -3.0371  0.143
N: 0.0479 -2.1184 -2.8911  0.099
C: 0.0929 0.2641 1.2260  -0.261
O: -0.2603 -0.7582 1.7872  0.107
H: 7.7331 -1.0871 1.2817  0.055
H: 9.4546 -0.8434 1.4315  0.066
H: 8.8152 -2.4942 1.0823  0.071
H: 8.8771 -0.0264 -0.6924  0.095
H: 9.6759 -1.5484 -1.0570  0.102
H: 7.7575 -2.5437 -1.8604  0.107
H: 6.7584 -1.7496 -0.6144  0.062
H: 7.9264 0.1634 -2.6104  0.101
H: 6.9069 -1.0193 -3.3615  0.107
H: 4.8930 -0.2251 -2.4439  0.081
H: 5.8433 1.1984 -2.6781  0.112
H: 6.1865 0.1592 0.1155  0.108
H: 5.8990 1.7499 -0.5481  0.096
H: 4.6081 -2.4446 1.5834  0.131
H: 5.5445 -4.6302 0.9015  0.108
H: 5.5762 -5.3536 -1.4059  0.108
H: 3.6731 -1.8790 -2.5250  0.118
H: 1.6726 -1.6979 0.3620  0.138
H: 3.4076 3.8809 0.2771  0.114
H: 4.5589 3.1190 -0.7994  0.127
H: 6.0767 2.1803 2.4311  0.108
H: -0.7642 3.5447 0.9168  0.131
H: -2.5052 1.9782 -0.1278  0.080
H: -2.7515 1.9784 1.5886  0.090
H: -2.6499 -0.5193 1.6863  0.106
H: -3.9977 0.1241 0.8034  0.101
H: -3.2020 -1.7255 -0.4084  0.117
H: -1.5186 -1.2915 -0.3313  0.093
H: -3.7847 -0.1892 -2.0006  0.123
H: -2.3705 0.8336 -1.8295  0.092
H: -2.5335 -0.8835 -3.7454  0.115
H: -0.6753 0.9670 -3.0849  0.042
H: 0.1683 -2.4659 -1.9473  0.072
H: 0.9496 -1.9267 -3.3114  0.065
C: -7.3818 2.5104 0.2514  -0.110
C: -7.0843 2.8217 1.7131  -0.266
C: -6.2479 4.0934 1.8929  -0.179
C: -4.9542 3.9456 1.2156  -0.192
N: -3.9447 3.8066 0.6706  0.175
H: -6.4669 2.3225 -0.3125  0.072
H: -7.9962 1.6148 0.1706  0.047
H: -7.9146 3.3361 -0.2261  0.078
H: -6.5617 1.9726 2.1592  0.103
H: -8.0260 2.9385 2.2545  0.106
H: -6.0693 4.2841 2.9515  0.118
H: -6.7672 4.9583 1.4776  0.121
C: -10.6165 -2.3027 0.6405  -0.109
C: -10.3075 -1.9927 2.1009  -0.262
C: -9.4740 -0.7186 2.2763  -0.188
C: -8.1810 -0.8491 1.5915  -0.241
N: -7.1664 -0.9694 1.0574  0.164
H: -9.7054 -2.4863 0.0691  0.071
H: -11.2340 -3.1976 0.5643  0.073
H: -11.1563 -1.4782 0.1699  0.077
H: -9.7788 -2.8396 2.5424  0.113
H: -11.2443 -1.8786 2.6494  0.108
H: -9.2899 -0.5294 3.3343  0.118
H: -10.0032 0.1437 1.8661  0.117

The LUMO energy comes out at -0.409 eV. The calculation puts the max |F| at 0.0413 hartree/bohr. The value obtained for the molar mass is 616.8 g mol⁻¹. The total charge is 0. As for the spin multiplicity: 1. Its SMILES is [H]/N=C(/N)NCCCCC1=CC(=O)c2c(cc(-c3cccnc3)c(CCCCCC)c2COO)C1=O.CCCC#N.CCCC#N.

(3)
Below is a molecular structure, C35H49AlBrCaCl4IN4O6S at a distorted geometry, with properties calculated with the ωB97M-V functional and the def2-TZVPD basis.

Last column: Löwdin charge in e.
Geometry (Å):
C: 5.7846 -0.6610 2.0890  -0.259
C: 5.5872 0.8175 1.8835  -0.304
C: 4.5056 1.3347 2.8631  -0.619
Br: 5.3512 2.5778 4.0979  0.822
C: 3.3277 1.8944 2.1057  -0.187
C: 2.9035 3.1679 2.2168  -0.031
C: 1.8057 3.6475 1.4555  -0.131
C: 1.2051 2.7758 0.6093  -0.537
I: -0.3913 3.5708 -0.5549  1.053
C: 1.5698 1.4146 0.4653  -0.271
N: 0.9041 0.5717 -0.3794  0.143
C: 1.3690 -0.6565 -0.4235  -0.170
C: 0.6785 -1.6286 -1.3552  -0.083
C: -0.7990 -1.2789 -1.5371  -0.323
C: -1.7978 -2.4207 -1.3297  -0.139
C: -3.0761 -1.6436 -1.0328  -0.220
C: -3.2786 -1.3239 0.4551  -0.218
C: -4.7057 -1.5056 0.9407  -0.163
C: -5.7140 -0.9659 -0.0721  -0.150
C: -5.3458 0.4300 -0.5704  -0.313
O: -5.0686 1.2697 0.5088  -0.179
C: -4.6572 2.5404 0.0435  -0.153
C: 2.4783 -1.0995 0.3452  -0.197
C: 2.9744 -2.5049 0.2341  -0.147
C: 3.8953 -2.7989 -0.9848  -0.651
C: 4.0685 -1.7024 -2.0115  -0.165
Cl: 3.2258 -4.2805 -1.7795  0.693
N: 3.0827 -0.2901 1.1680  0.205
C: 2.6451 0.9925 1.2378  -0.193
H: 4.8716 -1.2374 2.2732  0.109
H: 6.3269 -1.0848 1.2379  0.025
H: 6.4174 -0.7720 3.1005  0.062
H: 5.3383 0.9924 0.8080  -0.070
H: 6.5284 1.2948 2.1297  0.094
H: 4.1461 0.5284 3.4893  0.096
H: 3.3885 3.8712 2.8688  0.086
H: 1.4460 4.6566 1.5239  0.104
H: 0.7360 -2.6481 -1.0047  0.106
H: 1.1820 -1.6412 -2.3152  0.120
H: -1.1520 -0.4758 -0.8512  0.009
H: -0.9139 -1.0417 -2.6199  0.024
H: -1.5209 -3.0984 -0.5338  0.133
H: -1.9319 -2.9834 -2.2464  0.134
H: -3.9178 -2.2224 -1.3918  0.129
H: -3.0756 -0.7384 -1.6438  0.017
H: -3.0378 -0.2917 0.6758  -0.082
H: -2.6171 -1.9939 0.9950  0.129
H: -4.8196 -0.9007 1.8349  0.119
H: -4.9351 -2.5162 1.2563  0.127
H: -5.8090 -1.6264 -0.9262  0.114
H: -6.6996 -0.9220 0.3756  0.130
H: -6.2637 0.8529 -1.2390  -0.128
H: -4.4559 0.4512 -1.2360  0.081
H: -4.5553 3.1791 0.9110  0.121
H: -3.6799 2.4344 -0.4720  -0.072
H: -5.3817 2.9345 -0.6584  0.083
H: 2.1598 -3.2133 0.2611  0.087
H: 3.5673 -2.6842 1.1228  0.110
H: 4.8866 -3.0620 -0.6485  0.095
H: 4.8516 -2.0325 -2.6879  0.088
H: 4.4451 -0.7484 -1.5882  -0.074
H: 3.1952 -1.5517 -2.6336  0.056
Cl: -7.7289 1.0209 -2.0914  0.036
Ca: -1.5575 0.6716 -2.7957  1.481
C: 3.2889 -7.2284 -3.3818  -0.206
C: 4.3447 -8.1228 -3.9970  -0.156
O: 3.5928 -9.1829 -4.6009  -0.179
S: 2.1906 -8.6274 -5.1348  0.603
O: 2.2909 -8.3284 -6.5157  -0.209
O: 1.1565 -9.4451 -4.6188  -0.209
O: 2.2135 -7.2374 -4.3257  -0.202
H: 2.9225 -7.6382 -2.4371  0.134
H: 3.6302 -6.2062 -3.2252  0.042
H: 5.0385 -8.5244 -3.2647  0.138
H: 4.9017 -7.6059 -4.7811  0.137
N: -1.0163 4.1840 4.8498  0.053
C: 0.2333 3.7521 4.6960  -0.168
C: 0.8383 2.8260 5.5241  -0.074
C: 0.1182 2.3063 6.5897  -0.066
C: -1.1826 2.7473 6.7704  -0.056
C: -1.6993 3.6812 5.8770  -0.144
H: 0.7828 4.1572 3.8535  0.077
H: 1.8555 2.5215 5.3250  0.089
H: 0.5593 1.5826 7.2618  0.111
H: -1.7891 2.3801 7.5860  0.109
H: -2.7136 4.0463 5.9878  0.108
O: 3.1188 6.0248 -0.3636  -0.043
H: 2.6570 5.2163 -0.5978  -0.003
H: 3.9810 5.7339 -0.0475  0.047
Cl: 4.8002 1.2561 -1.0373  0.062
N: -4.7668 3.7423 -3.1970  0.036
C: -6.0735 3.4707 -3.2163  -0.200
C: -7.0054 4.1248 -2.4238  -0.097
C: -6.5610 5.1130 -1.5614  -0.056
C: -5.2049 5.4090 -1.5259  -0.081
C: -4.3573 4.6990 -2.3591  -0.209
H: -6.3843 2.6922 -3.9026  0.081
H: -8.0523 3.8634 -2.4858  0.093
H: -7.2579 5.6462 -0.9287  0.119
H: -4.8159 6.1756 -0.8697  0.110
H: -3.2900 4.9077 -2.3662  0.084
Al: -2.2257 1.5669 0.4840  0.728
Cl: 7.9193 -1.3255 2.3924  0.605

The LUMO energy comes out at -9.157 eV. The calculation puts the max |F| at 0.0609 hartree/bohr. The value obtained for the molar mass is 1069.5 g mol⁻¹. The total charge is +2. As for the spin multiplicity: 1.